This record from the Open Molecules 2025 dataset describes a structure of composition C68H152As2F12N4P2 at a distorted geometry. The level of theory is wB97M-V/def2-TZVPD.

## Properties
Expectation value of S²: 0.752
HOMO-LUMO gap (alpha / beta), eV: 9.42 / 3.01
2S+1: 2
Max |F|, eV Å⁻¹: 3.22
Energy, eV: -251763.555
Charge: +5

Last column: Mulliken charge in e.
Element x y z (Å)
C1 -1.415 2.844 -4.674  -1.2971
C2 -0.130 2.902 -5.499  -0.0184
C3 0.255 1.591 -6.151  -0.6798
C4 1.808 1.342 -6.223  -0.7222
P1 2.373 -0.202 -7.122  1.1310
C5 1.479 -0.408 -8.752  -1.0863
C6 1.852 -1.588 -9.743  -0.8725
C7 3.141 -1.546 -10.605  0.1573
C8 3.155 -2.690 -11.618  -1.5092
C9 4.203 -0.007 -7.397  -0.7567
C10 4.704 1.112 -8.331  -0.6519
C11 6.190 1.086 -8.443  -0.6453
C12 6.767 -0.237 -9.154  -1.0600
C13 2.144 -1.617 -6.043  -1.3369
C14 3.259 -1.937 -5.011  0.6535
C15 2.885 -3.150 -4.165  -0.6110
C16 3.798 -3.413 -2.897  -1.1204
H1 -1.280 2.178 -3.821  0.0646
H2 -2.225 2.586 -5.357  0.4131
H3 -1.587 3.790 -4.160  0.5078
H4 0.666 3.161 -4.800  -0.0881
H5 -0.252 3.603 -6.324  0.4723
H6 -0.172 1.542 -7.153  0.3574
H7 -0.326 0.888 -5.554  0.3066
H8 2.352 1.346 -5.278  0.0919
H9 2.174 2.179 -6.818  0.6508
H10 1.486 0.585 -9.201  0.5799
H11 0.419 -0.561 -8.546  0.5415
H12 0.977 -1.753 -10.371  0.4815
H13 1.922 -2.457 -9.089  0.1895
H14 4.044 -1.596 -9.997  -0.0592
H15 3.254 -0.589 -11.114  0.3457
H16 2.468 -2.523 -12.447  0.3812
H17 2.979 -3.649 -11.130  0.3729
H18 4.135 -2.766 -12.090  0.4014
H19 4.611 -0.986 -7.647  0.5758
H20 4.664 0.228 -6.437  0.1416
H21 4.290 2.070 -8.017  0.4155
H22 4.347 1.049 -9.359  0.2499
H23 6.631 1.324 -7.475  0.3054
H24 6.429 1.948 -9.066  0.4168
H25 7.675 -0.062 -9.731  0.4065
H26 6.086 -0.634 -9.907  0.2083
H27 6.934 -1.121 -8.538  0.2875
H28 1.905 -2.510 -6.621  0.6217
H29 1.276 -1.324 -5.453  0.4491
H30 3.417 -1.158 -4.264  -0.4145
H31 4.180 -2.151 -5.553  0.4705
H32 2.825 -3.996 -4.850  0.5135
H33 1.826 -3.182 -3.909  0.4544
H34 3.467 -4.378 -2.513  0.4102
H35 3.815 -2.647 -2.122  0.1589
H36 4.837 -3.628 -3.148  0.4688
C17 -1.445 -7.423 7.963  -1.3581
C18 -2.648 -7.851 7.129  -0.4749
C19 -2.793 -7.278 5.679  -0.6840
C20 -3.519 -5.883 5.474  -1.3446
P2 -4.181 -5.356 3.875  0.8793
C21 -2.984 -5.308 2.488  -0.8818
C22 -1.888 -4.272 2.658  -0.3322
C23 -0.965 -4.132 1.437  0.3957
C24 -0.576 -5.431 0.706  -1.5155
C25 -5.372 -6.662 3.324  -1.1513
C26 -6.366 -7.212 4.376  -0.7633
C27 -7.080 -8.570 4.084  -0.7138
C28 -8.151 -8.401 2.987  -1.1052
C29 -5.055 -3.806 4.229  -1.2907
C30 -5.120 -2.837 3.035  -0.1027
C31 -6.301 -1.798 3.098  -0.5956
C32 -6.700 -1.160 1.756  -0.9103
H37 -1.410 -6.335 8.018  0.3149
H38 -0.467 -7.732 7.594  0.3385
H39 -1.490 -7.803 8.983  0.3822
H40 -3.515 -7.542 7.713  0.2974
H41 -2.531 -8.935 7.110  0.3667
H42 -3.470 -7.941 5.140  0.3377
H43 -1.822 -7.236 5.185  0.4584
H44 -2.872 -5.057 5.770  0.6451
H45 -4.369 -5.924 6.155  0.6492
H46 -3.412 -5.080 1.512  0.5376
H47 -2.637 -6.336 2.387  0.7238
H48 -1.267 -4.545 3.511  0.3368
H49 -2.193 -3.233 2.780  -0.0751
H50 -0.057 -3.618 1.755  0.3241
H51 -1.488 -3.455 0.762  -0.4708
H52 -1.429 -5.569 0.041  0.4225
H53 -0.236 -6.233 1.361  0.3515
H54 0.257 -5.260 0.024  0.3309
H55 -4.776 -7.472 2.904  0.6598
H56 -5.924 -6.160 2.529  0.6243
H57 -7.078 -6.424 4.621  0.3870
H58 -5.693 -7.326 5.226  0.3480
H59 -7.487 -8.950 5.021  0.4096
H60 -6.301 -9.248 3.735  0.3404
H61 -7.668 -8.495 2.015  0.2824
H62 -8.644 -7.431 3.052  0.2915
H63 -8.837 -9.246 3.053  0.3842
H64 -4.504 -3.278 5.008  0.6821
H65 -6.014 -3.989 4.713  0.7099
H66 -5.396 -3.361 2.120  0.2906
H67 -4.227 -2.243 2.839  -0.0636
H68 -6.023 -0.935 3.703  0.1809
H69 -7.262 -2.207 3.409  0.4371
H70 -5.809 -0.713 1.315  -0.2054
H71 -7.432 -0.360 1.865  0.5230
H72 -7.186 -1.830 1.047  0.4144
C33 7.386 8.533 -0.860  -1.4302
C34 6.831 7.438 -1.695  -0.3581
C35 5.867 6.561 -0.951  -0.3892
C36 5.186 5.416 -1.843  -0.9452
N1 4.144 4.505 -1.021  0.7504
C37 3.464 3.518 -1.964  -0.0320
C38 2.041 3.982 -2.237  -0.2779
C39 1.678 4.573 -0.883  0.0038
C40 2.940 5.398 -0.574  -0.8676
C41 4.754 3.838 0.263  -1.2605
H73 7.954 8.244 0.025  0.3387
H74 6.530 9.094 -0.485  0.3487
H75 8.029 9.289 -1.312  0.3916
H76 7.694 6.922 -2.116  0.3344
H77 6.294 7.863 -2.543  0.3653
H78 5.123 7.284 -0.618  0.3108
H79 6.472 6.133 -0.151  0.3150
H80 5.953 4.736 -2.214  0.3417
H81 4.567 5.664 -2.705  0.5183
H82 3.475 2.539 -1.484  -0.3375
H83 4.093 3.501 -2.854  0.1768
H84 1.367 3.162 -2.484  0.1417
H85 1.997 4.838 -2.910  0.3490
H86 1.428 3.831 -0.123  -0.4193
H87 0.753 5.131 -1.029  0.5002
H88 3.029 5.661 0.480  0.3080
H89 3.045 6.271 -1.218  0.4535
H90 3.902 3.319 0.702  0.3229
H91 5.159 4.508 1.022  0.4568
H92 5.515 3.107 -0.006  0.3472
C42 2.788 1.940 9.928  -1.2988
C43 1.944 2.686 8.781  -0.5430
C44 1.993 1.954 7.408  0.6018
C45 3.424 1.897 6.816  -0.8433
N2 3.565 1.020 5.548  0.3242
C46 4.872 1.471 4.795  -0.7847
C47 4.648 1.052 3.322  -0.6040
C48 3.114 1.016 3.112  0.5407
C49 2.504 1.244 4.492  -0.8887
C50 3.529 -0.521 5.810  -0.9041
H93 2.453 0.904 9.958  0.3356
H94 2.595 2.489 10.850  0.4172
H95 3.862 1.887 9.748  0.3519
H96 2.177 3.749 8.720  0.4573
H97 0.910 2.663 9.127  0.1602
H98 1.339 2.285 6.601  -0.4543
H99 1.687 0.944 7.683  0.2895
H100 4.117 1.534 7.576  0.4128
H101 3.740 2.916 6.594  0.2388
H102 5.764 1.123 5.317  0.4852
H103 4.894 2.560 4.757  0.3729
H104 5.100 0.065 3.223  0.3347
H105 5.233 1.738 2.709  0.3448
H106 2.738 0.069 2.727  0.0046
H107 2.755 1.742 2.383  -0.4560
H108 1.626 0.630 4.693  0.5033
H109 2.239 2.292 4.626  0.3323
H110 2.575 -0.815 6.248  0.3767
H111 4.234 -0.774 6.603  0.3549
H112 3.767 -1.060 4.894  0.4029
C51 -1.740 2.459 0.484  -1.1738
C52 -0.956 1.787 1.644  0.9492
C53 -1.617 1.761 3.027  0.4381
C54 -2.016 3.119 3.566  -1.1942
N3 -2.650 3.090 4.995  0.5328
C55 -2.838 4.532 5.500  -0.6625
C56 -2.807 4.442 6.991  -0.7372
C57 -1.459 3.765 7.100  -0.5163
C58 -1.629 2.651 6.105  0.1519
C59 -3.957 2.336 5.112  -1.0747
H113 -1.143 2.373 -0.424  0.4183
H114 -1.883 3.504 0.758  0.5429
H115 -2.674 1.944 0.262  -0.0310
H116 0.103 2.044 1.622  -0.4904
H117 -0.878 0.777 1.242  -0.5280
H118 -0.807 1.303 3.595  0.1116
H119 -2.490 1.109 3.031  0.0452
H120 -2.810 3.561 2.963  0.5757
H121 -1.203 3.842 3.500  0.1048
H122 -3.767 4.886 5.052  0.4472
H123 -2.021 5.135 5.104  0.4084
H124 -3.623 3.896 7.464  0.2873
H125 -2.728 5.418 7.472  0.4225
H126 -1.090 3.430 8.069  0.3082
H127 -0.650 4.412 6.762  0.3249
H128 -2.137 1.807 6.571  0.1598
H129 -0.718 2.434 5.547  -0.1376
H130 -4.365 2.438 6.118  0.4237
H131 -3.749 1.273 4.996  0.4878
H132 -4.591 2.794 4.353  0.2859
C60 -6.617 4.263 -3.174  -1.3791
C61 -5.941 3.060 -3.851  -0.1788
C62 -5.818 1.895 -2.848  -0.4974
C63 -5.067 0.578 -3.439  -0.6809
N4 -4.792 -0.442 -2.250  0.6329
C64 -3.928 0.138 -1.087  -1.3983
C65 -3.189 -1.032 -0.545  1.3325
C66 -2.810 -1.968 -1.735  -0.2316
C67 -3.892 -1.613 -2.761  -0.7893
C68 -6.149 -0.970 -1.736  -1.0760
H133 -6.160 4.619 -2.250  0.3308
H134 -7.642 3.940 -2.996  0.3388
H135 -6.674 5.178 -3.765  0.4087
H136 -4.916 3.375 -4.042  0.1337
H137 -6.404 2.794 -4.802  0.3869
H138 -6.835 1.654 -2.537  0.3624
H139 -5.350 2.256 -1.932  0.2621
H140 -4.063 0.806 -3.797  0.2043
H141 -5.612 -0.014 -4.174  0.5813
H142 -4.609 0.600 -0.372  0.5398
H143 -3.261 0.861 -1.555  0.4282
H144 -3.783 -1.545 0.210  -0.4552
H145 -2.289 -0.697 -0.028  -0.4357
H146 -2.830 -3.032 -1.501  0.4353
H147 -1.863 -1.594 -2.126  -0.1072
H148 -4.532 -2.448 -3.046  0.2853
H149 -3.411 -1.230 -3.662  0.4251
H150 -5.931 -1.629 -0.895  0.4355
H151 -6.688 -1.433 -2.563  0.2877
H152 -6.677 -0.111 -1.321  0.4113
As1 1.690 -0.592 -0.865  2.1669
F1 0.067 0.078 -1.393  -0.4196
F2 2.412 0.108 -2.419  -0.1582
F3 3.241 -1.172 -0.255  -0.5408
F4 0.930 -1.169 0.640  -0.5527
F5 1.302 -2.203 -1.656  -0.6209
F6 1.943 0.952 0.024  -0.3146
As2 6.188 0.848 -3.176  1.8624
F7 6.765 2.526 -3.153  -0.4782
F8 7.700 0.421 -2.286  -0.4730
F9 5.637 -0.911 -3.078  -0.4949
F10 4.564 1.385 -3.907  -0.3322
F11 6.933 0.571 -4.758  -0.4374
F12 5.501 1.008 -1.563  -0.4464